[1]
Entry from the OMol25 dataset: a cluster of 11 separate species, C23H68O11 in total (ωB97M-V with the def2-TZVPD basis set).

Calculated values
- Energy relative to the best compared isomer or geometry (same formula, charge and spin): 199.0 kJ/mol
- SMILES: CC(C)O.CCO.CCO.CCO.CCO.CCO.CCO.CCO.CCO.CCO.CCO

```
102
Properties=species:S:1:pos:R:3:forces:R:3:lowdin_charge:R:1
C -0.4481 -4.4289 0.1231 1.05 0.38 2.07 -0.02
C 0.2515 -3.0726 0.4099 0.61 -1.09 -0.82 -0.48
C -0.6066 -1.9609 -0.0993 0.63 1.83 0.72 -0.04
O 0.5453 -2.8309 1.7716 -1.77 -1.21 1.22 -0.05
H -0.7212 -4.3317 -0.9196 -0.07 -0.71 -0.22 0.07
H -1.3653 -4.4391 0.7678 0.66 -0.35 -0.63 0.09
H 0.2649 -5.2889 0.3921 -1.34 1.08 -0.68 0.11
H 1.2640 -3.1135 0.0004 -0.36 0.16 -1.02 0.12
H -0.6941 -1.8598 -1.1721 0.06 -0.17 -0.21 0.07
H -0.1915 -1.0265 0.3393 -0.01 -0.21 -0.70 0.09
H -1.5760 -1.9687 0.3686 -0.69 -0.43 0.00 0.07
H 1.3893 -2.4378 1.8445 1.43 0.69 0.03 0.07
C -4.5217 -3.4148 2.3164 0.89 -0.58 1.26 -0.09
C -5.2327 -2.1228 2.7987 0.84 0.61 -1.56 -0.25
O -4.3122 -1.0688 3.2158 0.86 -1.32 0.42 -0.15
H -4.1734 -3.3332 1.2947 -0.12 0.15 -0.32 0.05
H -5.1939 -4.3128 2.3919 0.58 0.91 -0.04 0.08
H -3.5502 -3.6482 2.9082 -1.73 0.43 -0.57 0.09
H -5.9067 -2.3200 3.6109 -0.33 -0.15 0.41 0.09
H -5.8173 -1.6913 1.9215 0.58 -0.48 1.19 0.12
H -3.4125 -1.4582 3.4615 -1.47 0.48 -0.70 0.07
C 1.2299 -0.6101 -4.9817 -1.60 -3.32 -2.80 -0.06
C 0.8212 -1.5981 -3.9064 1.72 0.09 0.35 -0.28
O 1.8438 -1.7122 -2.9249 0.63 1.26 1.48 -0.14
H 2.2300 -0.8521 -5.3477 -0.04 0.11 0.11 0.08
H 1.1607 0.3770 -4.7007 -0.12 2.22 0.79 0.02
H 0.5072 -0.7936 -5.8908 1.28 0.59 1.52 0.12
H 0.7785 -2.6307 -4.1963 -0.58 -0.30 -0.98 0.11
H -0.0646 -1.3285 -3.3941 -1.30 0.35 0.20 0.09
H 1.9088 -0.8780 -2.3831 -0.04 -0.75 -0.60 0.08
C 3.5765 2.2305 0.2467 -1.42 -0.36 0.87 -0.05
C 2.3997 1.3272 -0.1654 -0.72 -0.90 1.54 -0.31
O 2.7200 0.4222 -1.2084 0.45 -0.46 0.32 -0.11
H 3.8760 2.8038 -0.5884 0.51 0.45 -1.14 0.06
H 4.4121 1.6252 0.6022 -0.04 0.18 0.15 0.06
H 3.2402 2.9873 0.9912 0.26 -0.79 -0.13 0.08
H 1.5361 1.8619 -0.4999 -0.29 0.91 -0.39 0.07
H 1.9442 0.7119 0.7030 1.07 0.88 -0.81 0.13
H 3.1477 -0.3156 -0.7315 0.09 -0.14 -0.44 0.05
C -1.4857 -0.0008 4.8749 -0.32 0.19 -1.58 -0.07
C -0.6084 -0.7011 3.8461 -0.83 -1.22 0.10 -0.28
O -1.4650 -1.6100 3.0982 0.21 0.74 0.71 -0.13
H -0.9580 0.8186 5.3554 0.05 -0.19 0.39 0.07
H -1.9176 -0.7467 5.5450 0.05 0.38 0.16 0.08
H -2.2912 0.4720 4.2541 0.34 -0.37 0.80 0.07
H 0.1785 -1.3323 4.2729 0.08 0.37 0.30 0.11
H -0.1599 -0.0041 3.1591 0.28 0.51 -0.31 0.09
H -0.8310 -2.1812 2.6388 -0.07 -0.22 -0.24 0.03
C 0.0196 5.5039 2.2567 -0.10 0.94 0.18 -0.08
C -0.4267 4.0890 2.4822 0.86 0.23 1.10 -0.34
O 0.3269 3.2789 1.6175 -0.29 -1.65 -1.41 -0.10
H -0.3845 5.9582 1.3467 0.21 -0.28 -0.13 0.07
H 1.1144 5.4530 2.2131 -0.20 0.39 -0.07 0.08
H -0.2855 6.1960 3.0688 0.23 -0.57 -0.23 0.09
H -1.4767 3.9341 2.3731 -0.71 0.03 -0.05 0.07
H -0.1177 3.8354 3.5049 -0.40 -0.11 0.11 0.12
H -0.1693 2.4616 1.3578 0.56 1.15 0.53 0.07
C -4.4046 0.0751 -2.2061 1.50 -1.07 1.85 -0.08
C -5.5452 -0.0427 -1.2073 0.04 0.01 1.12 -0.32
O -5.9583 1.1578 -0.5908 -0.14 0.61 -0.22 -0.09
H -4.0679 -0.9439 -2.4066 0.06 -0.10 -0.18 0.07
H -3.5166 0.5736 -1.7790 -0.34 -0.20 0.36 0.07
H -4.4993 0.5552 -3.1302 -1.16 0.81 -1.36 0.05
H -5.3531 -0.8164 -0.4020 0.35 0.71 -0.91 0.11
H -6.4523 -0.3550 -1.6646 -0.65 -0.59 -0.83 0.09
H -5.2830 1.4855 0.0076 0.30 -0.40 0.26 0.03
C 5.5545 -0.8942 -3.2327 -0.58 0.21 0.80 -0.09
C 5.5209 -2.3706 -3.2552 0.70 -0.29 -1.95 -0.38
O 4.2959 -2.8671 -2.8328 -1.36 -0.01 0.28 -0.10
H 5.5385 -0.5748 -2.1913 -0.37 0.46 -0.05 0.07
H 4.6990 -0.5642 -3.8028 -0.33 0.64 0.07 0.08
H 6.4308 -0.5142 -3.6820 1.08 0.48 -0.57 0.06
H 6.3429 -2.7440 -2.6690 0.09 -0.58 0.67 0.10
H 5.7964 -2.6736 -4.3067 -0.54 -0.15 0.64 0.12
H 3.5040 -2.2831 -3.0791 1.32 -0.89 0.29 0.07
C -3.3936 3.1138 0.7875 -0.56 1.36 0.72 -0.08
C -2.7573 1.9068 1.3743 -1.80 -2.65 -0.08 -0.28
O -3.6925 0.7485 1.3420 0.01 0.80 0.86 -0.14
H -2.6745 3.9083 0.5702 0.04 0.00 0.24 0.07
H -4.2525 3.5489 1.3632 0.90 -0.49 -0.12 0.11
H -3.7969 2.8664 -0.1507 -0.55 -0.42 -1.44 0.05
H -2.4973 2.0142 2.3985 0.78 0.35 0.81 0.09
H -1.9595 1.5242 0.7435 0.60 0.39 0.09 0.10
H -3.9111 0.3351 2.2468 0.54 0.63 -1.57 0.07
C 4.8956 -2.4941 2.2554 2.35 -0.87 -0.38 -0.08
C 4.9674 -1.8818 0.8195 -1.88 0.08 2.08 -0.25
O 3.6270 -1.8502 0.3100 -0.38 1.29 0.32 -0.11
H 4.5648 -3.5275 2.1867 0.09 -0.28 -0.07 0.06
H 4.1766 -2.0299 2.9406 0.42 0.50 -0.40 0.07
H 5.9746 -2.5301 2.7034 -2.00 0.21 -0.53 0.11
H 5.5897 -2.3428 0.0852 0.77 -0.53 -0.06 0.10
H 5.2385 -0.8523 0.9930 0.26 0.46 -0.51 0.10
H 3.3800 -2.6272 -0.1731 0.32 -0.78 -0.60 0.07
C 0.0151 3.5997 -4.0290 0.00 -0.43 2.36 -0.05
C -0.0267 4.0635 -2.5211 1.15 -1.98 -0.85 -0.30
O 1.2581 4.4787 -2.0918 0.72 0.05 -0.01 -0.09
H 0.8796 2.9400 -4.1310 0.41 0.66 -0.27 0.06
H -0.0151 4.4823 -4.6412 0.23 -0.05 -0.67 0.06
H -0.7898 2.8897 -4.2250 -0.50 0.55 -0.08 0.06
H -0.3282 3.2303 -1.8875 -0.29 -0.26 -0.03 0.09
H -0.6717 4.8594 -2.3490 -1.64 1.40 -0.04 0.08
H 1.2753 4.4993 -1.1245 -0.09 -0.01 -0.27 0.07
```
Positions in Å, forces in eV/Å.

=====

[2]
Entry from the OMol25 dataset: a cluster of 11 separate species, C23H68O11 in total (ωB97M-V with the def2-TZVPD basis set).

Calculated values
- Energy relative to the best compared isomer or geometry (same formula, charge and spin): 22.7 kJ/mol
- SMILES: CC(C)O.CC(C)O.CC(C)O.CC(C)O.CC(C)O.CC(C)O.CO.CO.CO.CO.CO

```
102
Properties=species:S:1:pos:R:3:forces:R:3:lowdin_charge:R:1
C 1.9784 -19.2066 -7.4402 -0.97 -1.13 -0.51 -0.04
C 2.7621 -19.4128 -8.6865 0.84 1.85 -0.65 -0.49
C 2.9821 -20.8395 -9.0190 -0.40 -2.39 1.36 -0.06
O 2.0804 -18.6321 -9.7259 0.61 -0.65 0.55 -0.05
H 1.9507 -18.1815 -7.1863 -0.13 1.15 0.24 0.06
H 2.4258 -19.7472 -6.6270 0.08 -0.32 0.44 0.06
H 0.9636 -19.5694 -7.6600 0.08 0.11 0.46 0.11
H 3.7468 -18.9574 -8.4690 -0.09 0.12 -0.45 0.12
H 2.0295 -21.4154 -8.9586 0.41 0.44 -0.36 0.10
H 3.5699 -21.2919 -8.1646 -0.32 0.51 -0.85 0.08
H 3.4872 -21.1369 -9.9382 0.00 0.51 -0.18 0.08
H 2.6928 -18.5469 -10.4637 -0.07 0.00 -0.13 0.08
C 4.5892 -17.2079 -2.5668 -0.37 1.18 -1.14 -0.05
C 3.3335 -17.9520 -3.0212 -0.65 0.23 0.58 -0.50
C 2.6243 -17.3591 -4.2515 -0.33 0.34 -0.04 -0.06
O 3.6436 -19.3022 -3.2388 0.15 -0.86 -0.27 -0.07
H 5.1761 -17.7220 -1.8490 0.19 -0.91 0.78 0.06
H 4.3693 -16.2237 -2.1250 -0.06 -0.17 -0.35 0.08
H 5.2474 -17.0724 -3.4342 -0.04 0.19 0.03 0.07
H 2.6045 -17.9323 -2.1705 0.44 -0.12 -0.61 0.14
H 1.7321 -17.9598 -4.5492 0.73 0.19 0.37 0.08
H 3.2964 -17.3038 -5.1429 -0.38 0.09 0.74 0.06
H 2.2238 -16.3565 -3.9909 0.44 -0.37 -0.37 0.09
H 3.9576 -19.4531 -4.1524 -0.12 0.18 0.30 0.05
C 9.4687 -18.0372 -11.9894 -1.10 -1.56 -0.41 -0.05
C 8.2136 -17.1786 -12.2279 -0.85 0.08 -0.22 -0.45
C 6.9070 -18.0246 -12.0459 0.91 0.03 0.84 -0.04
O 8.1329 -16.0821 -11.3311 0.33 0.01 1.15 -0.09
H 9.4009 -18.5204 -11.0024 -0.13 0.09 -0.15 0.07
H 10.4152 -17.5482 -12.0084 0.49 0.85 -0.22 0.06
H 9.5110 -18.8765 -12.7421 -0.08 0.81 0.66 0.10
H 8.2336 -16.6873 -13.2348 0.02 -0.66 0.67 0.15
H 6.9725 -18.9411 -12.5921 -0.06 -0.61 -0.64 0.06
H 5.9818 -17.5208 -12.2755 -0.07 0.51 -0.48 0.07
H 6.7782 -18.3374 -10.9908 0.47 0.25 -0.32 0.06
H 8.0967 -16.4529 -10.4117 -0.13 0.37 -0.77 0.07
C 3.3991 -13.8212 -10.6900 -0.82 -1.54 -0.71 -0.04
C 2.8696 -15.1313 -10.0228 0.31 0.69 -0.44 -0.45
C 2.4437 -14.6746 -8.6258 0.12 -0.35 -0.37 -0.05
O 1.8167 -15.7185 -10.8219 0.57 0.96 0.24 -0.06
H 4.1270 -13.3890 -10.0381 0.47 0.44 0.45 0.05
H 2.5580 -13.1432 -10.8532 0.10 0.00 0.12 0.09
H 3.8718 -14.0077 -11.6527 0.00 -0.09 -0.10 0.07
H 3.6989 -15.8750 -9.9624 -0.46 0.47 0.09 0.11
H 1.8715 -13.7571 -8.6579 -0.29 0.22 -0.25 0.08
H 3.3380 -14.4379 -8.0535 0.07 -0.23 0.23 0.07
H 1.8380 -15.4131 -8.1336 -0.13 -0.48 0.47 0.07
H 1.4559 -16.4804 -10.3620 0.09 -0.20 0.29 0.05
C 10.1182 -18.7797 -7.8097 -1.04 0.71 -0.13 -0.04
C 10.1885 -17.7960 -6.6314 -1.44 -0.52 0.00 -0.42
C 10.3292 -16.3433 -7.0309 -0.45 0.25 -0.08 -0.04
O 8.9770 -17.9661 -5.8238 0.73 -0.35 0.13 -0.08
H 9.2461 -18.5356 -8.4315 0.33 0.36 -0.05 0.05
H 9.8953 -19.8051 -7.5442 0.50 -0.27 0.59 0.07
H 10.9874 -18.7207 -8.4372 0.51 -0.09 -0.27 0.08
H 10.9941 -18.0774 -5.9818 0.41 -0.17 0.49 0.13
H 9.4672 -16.0342 -7.6592 0.56 -0.18 0.31 0.07
H 11.2411 -16.2667 -7.6105 0.21 0.34 -0.21 0.08
H 10.3929 -15.6628 -6.1548 -0.03 -0.57 -0.48 0.10
H 8.2282 -17.8635 -6.4140 -0.22 0.32 -0.33 0.05
C 5.5771 -16.9828 -6.9990 1.05 0.48 0.32 -0.03
C 6.2180 -16.3641 -8.2633 -0.95 -0.34 0.54 -0.45
C 6.6430 -14.9280 -8.0756 -0.46 -0.19 -0.25 -0.03
O 7.3653 -17.0887 -8.6837 0.33 -1.16 0.18 -0.10
H 6.2324 -16.7914 -6.1325 -0.26 0.24 -0.09 0.09
H 5.4469 -18.0569 -6.9850 -0.01 -0.43 -0.61 0.05
H 4.6021 -16.5552 -6.8106 -0.20 0.33 0.07 0.06
H 5.4418 -16.3599 -9.0330 0.12 -0.30 -0.35 0.11
H 5.8045 -14.2986 -7.7973 -0.15 0.05 0.13 0.08
H 7.0262 -14.5150 -8.9992 0.17 0.03 -0.21 0.06
H 7.3995 -14.8588 -7.3228 0.52 0.12 0.56 0.08
H 7.2177 -18.0689 -8.6154 -0.34 0.99 -0.27 0.07
C 7.2404 -12.4019 -12.5069 -0.80 0.33 -0.01 -0.16
O 7.9938 -12.9437 -11.4550 0.16 -0.32 0.89 -0.13
H 7.3774 -11.3135 -12.4167 -0.22 -0.30 -0.24 0.09
H 7.5736 -12.7140 -13.4856 0.43 -0.17 -0.35 0.07
H 6.1576 -12.6413 -12.4861 0.42 0.14 0.37 0.08
H 7.7770 -13.8598 -11.1999 0.00 0.25 -0.75 0.06
C 4.3139 -21.6896 -5.3663 -1.82 0.07 0.06 -0.16
O 4.7724 -20.4033 -5.6122 0.36 1.15 -0.41 -0.16
H 4.1485 -21.9121 -4.3167 -0.17 0.24 0.36 0.09
H 3.3477 -21.6726 -5.8996 0.10 -0.58 0.50 0.08
H 4.8606 -22.5221 -5.7408 1.09 -0.43 -0.73 0.07
H 5.6533 -20.1955 -5.2646 0.42 -0.48 0.11 0.04
C 7.5831 -20.5654 -3.3819 0.62 0.03 1.08 -0.13
O 7.3256 -20.1474 -4.7105 -0.10 -0.61 0.07 -0.14
H 8.4773 -20.0940 -2.9204 -0.60 0.29 -0.47 0.09
H 6.6990 -20.3075 -2.7919 0.18 -0.17 0.11 0.08
H 7.8241 -21.6365 -3.2523 -0.51 0.17 -0.61 0.08
H 8.0569 -19.6363 -5.0541 0.54 0.51 -0.17 0.05
C 5.9515 -10.7203 -8.8351 0.39 0.21 -0.40 -0.16
O 6.7471 -11.8821 -9.0334 0.08 0.05 -0.33 -0.15
H 4.9470 -11.0251 -8.6018 -0.61 -0.24 0.20 0.05
H 6.3311 -10.1760 -7.9445 -0.09 0.05 -0.78 0.08
H 5.8487 -10.0878 -9.7538 0.47 -0.26 0.84 0.09
H 7.1534 -11.9393 -9.9201 -0.19 0.12 0.44 0.04
C 6.8735 -21.0881 -8.2843 0.72 0.40 -0.96 -0.10
O 6.4431 -19.8753 -8.9100 -0.11 0.67 0.37 -0.14
H 7.3661 -21.6428 -9.0812 0.04 -0.55 0.19 0.08
H 7.6405 -20.8377 -7.5417 -0.42 0.01 -0.01 0.07
H 6.0751 -21.6616 -7.8479 -0.34 -0.08 0.27 0.06
H 5.5494 -19.9186 -9.2736 0.21 -0.36 0.26 0.06
```
Positions in Å, forces in eV/Å.

=====

Computed electronic energy, in the same sequence as the records: -1744.57879, -1744.64592 Ha.
Computed HOMO level, in the same sequence as the records: -9.69, -9.83 eV.